Entry from OMol25: a structure of composition C3H4INO at a distorted geometry (ωB97M-V with the def2-TZVPD basis set).

Calculated values
Kohn-Sham gap = 9.3 eV
lowest unoccupied orbital energy = -0.3 eV
energy = -14811.6612 eV
highest occupied orbital energy = -0.352 Eh
relative energy (zero: lowest compared OMol25 entry of this formula, charge and spin) = 40.4 kcal/mol

The geometry in ORCA input format:
```
! RIJCOSX wB97M-V def2-TZVPD def2/J DEFGRID3
* xyz 0 1
C -1.234 -0.923 -0.114
C 0.636 0.301 0.877
C 0.584 0.225 -0.629
N -0.674 -0.372 -1.100
O -0.874 -0.833 1.101
I 0.800 2.360 -1.304
H -2.129 -1.408 -0.335
H 1.342 -0.224 1.443
H 0.337 1.250 1.258
H 1.211 -0.376 -1.197
*
```

These are the natural (NBO) partial charges, in e, on atoms 1 to 8: number 1, C, carries 0.40; number 2, C, carries -0.05; number 3, C, carries -0.18; number 4, N, carries -0.53; number 5, O, carries -0.52; number 6, I, carries 0.03; number 7, H, carries 0.19; number 8, H, carries 0.22

Entry from OMol25: a cluster of 3 separate species, C4H11N2O2 in total at a distorted geometry (ωB97M-V with the def2-TZVPD basis set).

Calculated values
Kohn-Sham gap = 10.1 eV
lowest unoccupied orbital energy = -3.3 eV
energy = -11394.3962 eV
highest occupied orbital energy = -0.491 Eh
relative energy (zero: lowest compared OMol25 entry of this formula, charge and spin) = 39.8 kcal/mol

The geometry in ORCA input format:
```
! RIJCOSX wB97M-V def2-TZVPD def2/J DEFGRID3
* xyz 1 1
C 0.601 1.849 1.146
C -0.200 1.075 0.127
C -1.469 0.485 0.215
N -1.620 -0.151 -1.075
C -0.500 0.180 -1.890
N 0.388 0.822 -1.139
H 1.304 2.622 0.742
H 1.202 1.147 1.668
H -0.046 2.411 1.827
H -2.199 0.488 1.074
H -2.610 -0.302 -1.346
H -0.349 -0.381 -2.786
H 1.309 0.903 -1.401
H -0.175 -2.502 -1.699
H 1.174 -2.250 -1.129
O 0.582 -1.903 -1.721
H 0.809 -2.225 2.272
H 0.790 -0.946 3.036
O 1.008 -1.320 2.077
*
```

These are the natural (NBO) partial charges, in e, on atoms 1 to 8: number 1, C, carries -0.67; number 2, C, carries 0.17; number 3, C, carries -0.07; number 4, N, carries -0.51; number 5, C, carries 0.32; number 6, N, carries -0.46; number 7, H, carries 0.25; number 8, H, carries 0.25

Entry from OMol25: a structure of composition C29H35CuNO2STe (ωB97M-V with the def2-TZVPD basis set).

Calculated values
Kohn-Sham gap (alpha / beta) = 7.0 / 6.4 eV
lowest unoccupied orbital energy (alpha / beta) = 0.2 / -0.7 eV
energy = -98992.0421 eV
highest occupied orbital energy (alpha / beta) = -0.250 / -0.259 Eh

The geometry in ORCA input format:
```
! RIJCOSX wB97M-V def2-TZVPD def2/J DEFGRID3
* xyz 0 2
Cu -0.189 -0.885 0.087
O 0.633 -0.594 1.770
S 0.166 -1.894 2.431
C 0.867 -1.777 4.125
C -0.300 -1.721 5.105
C -1.377 -0.903 4.402
C -1.522 -1.543 3.029
H 1.447 -0.853 4.105
H 1.534 -2.623 4.279
H -0.002 -1.282 6.057
H -0.669 -2.730 5.303
H -1.044 0.131 4.292
H -2.319 -0.901 4.951
H -1.985 -0.906 2.277
H -2.050 -2.498 3.072
C 5.038 3.460 -7.748
C 4.198 2.788 -6.692
C 3.837 3.454 -5.526
C 3.058 2.847 -4.546
C 2.736 3.632 -3.296
C 2.613 1.525 -4.733
Te 1.522 0.528 -3.061
N 0.068 -0.767 -1.828
C -0.465 -1.958 -1.928
O -1.079 -2.405 -0.875
C -0.337 -2.859 -3.116
C -1.427 -3.615 -3.535
C -1.287 -4.538 -4.561
C -0.053 -4.724 -5.170
C 1.042 -3.980 -4.752
C 0.900 -3.054 -3.728
C -0.149 1.817 -3.329
C -0.846 1.844 -4.542
C -0.532 0.954 -5.721
C -1.921 2.725 -4.682
C -2.330 3.557 -3.656
C -3.483 4.511 -3.827
C -1.648 3.483 -2.444
C -0.571 2.629 -2.257
C 0.096 2.607 -0.905
C 2.997 0.834 -5.888
C 2.631 -0.612 -6.148
C 3.773 1.478 -6.850
H 5.293 4.478 -7.454
H 4.501 3.502 -8.698
H 5.965 2.911 -7.921
H 4.189 4.470 -5.368
H 3.203 4.617 -3.324
H 3.101 3.105 -2.412
H 1.658 3.768 -3.185
H -2.384 -3.466 -3.049
H -2.141 -5.125 -4.876
H 0.059 -5.467 -5.951
H 2.010 -4.128 -5.213
H 1.753 -2.491 -3.379
H 0.224 0.217 -5.477
H -0.176 1.544 -6.569
H -1.433 0.423 -6.035
H -2.455 2.743 -5.629
H -3.907 4.438 -4.828
H -3.158 5.540 -3.667
H -4.273 4.297 -3.104
H -1.967 4.118 -1.622
H -0.323 3.380 -0.259
H 1.172 2.763 -0.987
H -0.047 1.643 -0.424
H 2.074 -1.039 -5.319
H 3.534 -1.209 -6.295
H 2.024 -0.706 -7.052
H 4.067 0.930 -7.743
*
```

These are the natural (NBO) partial charges, in e, on atoms 1 to 8: number 1, Cu, carries 0.88; number 2, O, carries -1.01; number 3, S, carries 1.21; number 4, C, carries -0.60; number 5, C, carries -0.41; number 6, C, carries -0.42; number 7, C, carries -0.59; number 8, H, carries 0.25

Entry from OMol25: a cluster of 9 separate species, C22H40Cl14O6 in total at a distorted geometry (ωB97M-V with the def2-TZVPD basis set).

Calculated values
Kohn-Sham gap = 9.9 eV
lowest unoccupied orbital energy = -0.3 eV
energy = -211063.1549 eV
highest occupied orbital energy = -0.373 Eh
relative energy (zero: lowest compared OMol25 entry of this formula, charge and spin) = 0.0 kcal/mol
SMILES = C[C@H]1COC(=O)O1.C[C@H]1COC(=O)O1.ClCCCl.ClCCCl.ClCCCl.ClCCCl.ClCCCl.ClCCCl.ClCCCl

The geometry in ORCA input format:
```
! RIJCOSX wB97M-V def2-TZVPD def2/J DEFGRID3
* xyz 0 1
Cl 4.073 -3.860 1.614
C 2.930 -4.444 0.237
C 1.454 -4.423 0.701
Cl 1.087 -5.511 2.121
H 3.247 -5.456 -0.013
H 3.093 -3.723 -0.563
H 0.791 -4.812 -0.072
H 1.090 -3.432 0.973
Cl -5.087 2.834 4.652
C -3.733 3.107 3.617
C -3.304 1.826 2.825
Cl -4.539 1.165 1.738
H -2.950 3.351 4.335
H -3.942 3.953 2.963
H -2.954 1.078 3.536
H -2.414 2.024 2.227
Cl -0.485 4.388 1.938
C -1.120 5.171 0.451
C -1.533 6.619 0.680
Cl -3.037 6.703 1.590
H -2.003 4.675 0.048
H -0.340 5.121 -0.309
H -1.599 7.254 -0.203
H -0.741 7.132 1.225
Cl -0.723 2.052 -1.339
C -2.440 1.592 -1.778
C -2.895 2.419 -2.963
Cl -2.652 4.062 -2.623
H -3.156 1.642 -0.959
H -2.461 0.520 -1.974
H -3.918 2.165 -3.241
H -2.332 2.226 -3.877
Cl -4.938 -1.608 4.480
C -3.522 -1.961 3.418
C -2.981 -3.331 3.690
Cl -3.933 -4.442 2.649
H -2.771 -1.246 3.754
H -3.701 -1.720 2.370
H -2.994 -3.707 4.713
H -1.923 -3.424 3.445
Cl 2.997 -3.986 5.025
C 1.953 -2.729 4.327
C 1.041 -2.011 5.389
Cl -0.280 -3.138 5.863
H 1.351 -3.079 3.488
H 2.582 -1.942 3.912
H 0.573 -1.116 4.981
H 1.646 -1.831 6.277
Cl -0.545 -0.976 1.803
C 0.819 -0.246 1.043
C 0.987 1.130 1.577
Cl 1.499 1.143 3.284
H 0.525 -0.189 -0.005
H 1.695 -0.866 1.232
H 0.108 1.773 1.530
H 1.765 1.720 1.091
C 2.933 2.159 -4.629
C 1.973 2.421 -3.478
C 2.380 1.604 -2.194
O 2.472 2.539 -1.196
C 2.335 3.744 -1.682
O 2.288 4.765 -1.076
O 2.205 3.730 -3.029
H 3.973 2.291 -4.329
H 2.833 2.832 -5.480
H 2.830 1.157 -5.044
H 0.954 2.283 -3.840
H 3.353 1.138 -2.345
H 1.608 0.893 -1.901
C 0.619 -4.063 -5.476
C 1.587 -3.753 -4.376
C 2.368 -2.468 -4.592
O 2.185 -1.686 -3.368
C 1.234 -2.249 -2.648
O 0.882 -1.913 -1.509
O 0.807 -3.380 -3.249
H 1.156 -4.323 -6.388
H -0.104 -3.265 -5.639
H 0.035 -4.958 -5.264
H 2.225 -4.598 -4.116
H 2.092 -1.788 -5.398
H 3.421 -2.746 -4.647
*
```

These are the Löwdin partial charges, in e, on atoms 1 to 8: number 1, Cl, carries 0.47; number 2, C, carries -0.53; number 3, C, carries -0.61; number 4, Cl, carries 0.53; number 5, H, carries 0.06; number 6, H, carries 0.05; number 7, H, carries 0.06; number 8, H, carries 0.03

Entry from OMol25: a cluster of 2 separate species, HNO2S in total at a distorted geometry (ωB97M-V with the def2-TZVPD basis set).

Calculated values
Kohn-Sham gap (alpha / beta) = 8.8 / 8.6 eV
lowest unoccupied orbital energy (alpha / beta) = -1.7 / -1.9 eV
energy = -16431.2467 eV
highest occupied orbital energy (alpha / beta) = -0.384 / -0.386 Eh
relative energy (zero: lowest compared OMol25 entry of this formula, charge and spin) = 77.4 kcal/mol

The geometry in ORCA input format:
```
! RIJCOSX wB97M-V def2-TZVPD def2/J DEFGRID3
* xyz 0 1
N 0.483 -0.072 0.057
O 0.138 -1.216 0.132
O -1.149 0.867 -0.010
S 1.963 0.482 -0.077
H -1.434 -0.062 -0.103
*
```

Charges obtained by natural (NBO) population analysis, quoted in units of e: number 1, N, carries 0.14; number 2, O, carries -0.27; number 3, O, carries -0.59; number 4, S, carries 0.28; number 5, H, carries 0.44

Entry from OMol25: a structure of composition C11H7Cl11CuF18MgNaO18S6 at a distorted geometry (ωB97M-V with the def2-TZVPD basis set).

Calculated values
Kohn-Sham gap (alpha / beta) = 8.6 / 6.0 eV
lowest unoccupied orbital energy (alpha / beta) = 1.2 / -1.3 eV
energy = -354557.6609 eV
highest occupied orbital energy (alpha / beta) = -0.271 / -0.269 Eh

The geometry in ORCA input format:
```
! RIJCOSX wB97M-V def2-TZVPD def2/J DEFGRID3
* xyz -1 2
Na -0.760 -3.373 -1.953
Cu -3.644 1.129 0.030
Mg -0.224 -1.547 2.373
C -4.273 -3.353 1.571
F -4.717 -2.836 2.694
F -3.655 -4.505 1.838
F -5.223 -3.614 0.698
S -3.019 -2.131 0.820
O -3.840 -0.946 0.564
O -2.005 -1.799 1.827
O -2.385 -2.684 -0.351
C 0.045 -5.846 1.763
F 0.193 -5.973 3.086
F 0.510 -6.906 1.120
F -1.252 -5.750 1.525
S 0.965 -4.296 1.271
O 0.451 -3.945 -0.054
O 0.460 -3.253 2.176
O 2.356 -4.675 1.309
C -0.439 2.974 2.990
F 0.761 2.674 2.485
F -0.274 3.212 4.284
F -0.942 4.030 2.406
S -1.610 1.481 2.833
O -2.433 1.501 4.025
O -2.320 1.643 1.565
O -0.695 0.343 2.786
C -2.783 -0.923 -3.893
F -2.911 -1.267 -5.166
F -2.570 -2.070 -3.196
F -1.742 -0.110 -3.799
S -4.333 -0.009 -3.246
O -4.315 1.233 -3.987
O -5.490 -0.824 -3.588
O -4.111 0.142 -1.797
C -2.589 5.330 -0.832
F -2.194 6.414 -1.481
F -1.827 5.195 0.261
F -3.853 5.441 -0.434
S -2.424 3.817 -1.953
O -2.820 2.741 -1.058
O -3.400 4.031 -3.022
O -1.018 3.754 -2.327
C 0.877 1.224 -0.939
F 2.110 0.939 -0.517
F 0.426 2.265 -0.278
F 0.887 1.398 -2.253
S -0.156 -0.319 -0.625
O 0.317 -0.890 0.648
O -1.525 0.172 -0.612
O 0.134 -1.205 -1.751
Cl 2.018 -1.012 3.092
C 3.788 -1.150 3.411
C 4.076 -0.590 4.794
Cl 5.867 -0.580 5.011
H 4.357 -0.674 2.618
H 3.994 -2.218 3.407
H 3.633 -1.192 5.582
H 3.735 0.432 4.933
C 3.456 0.603 -3.943
Cl 2.253 1.346 -4.936
Cl 4.195 1.866 -2.905
Cl 4.756 -0.187 -4.884
H 3.046 -0.152 -3.282
C 5.593 -2.145 -0.844
Cl 6.329 -2.739 0.674
Cl 6.878 -1.401 -1.798
Cl 4.171 -1.169 -0.596
H 5.273 -3.053 -1.341
C 1.137 5.094 -1.815
Cl 0.051 6.480 -2.081
Cl 1.540 5.048 -0.064
Cl 2.562 5.170 -2.847
H 0.568 4.192 -2.023
*
```

These are the Löwdin partial charges, in e, on atoms 1 to 8: number 1, Na, carries 0.55; number 2, Cu, carries 0.93; number 3, Mg, carries 0.48; number 4, C, carries -0.65; number 5, F, carries 0.18; number 6, F, carries 0.14; number 7, F, carries 0.18; number 8, S, carries 0.64

Question: Look up the energy of the second one.
Answer: -11394.3962 eV